# 1
DFT (ωB97M-V/def2-TZVPD) results for a molecular structure, C30H88B2F3N7O13SV2.

Cartesian coordinates (Å):
O -0.178 23.113 -25.520
V -1.405 23.342 -26.458
O -7.073 22.667 -27.237
V -5.579 22.890 -27.657
B -3.383 23.651 -27.874
H -3.528 23.437 -26.807
H -2.346 23.962 -28.108
H -3.547 22.715 -28.463
H -4.187 24.319 -28.258
B -1.474 25.528 -25.617
H -0.576 25.367 -24.951
H -1.071 25.411 -26.648
H -2.280 24.811 -25.345
H -1.966 26.517 -25.374
C -4.334 23.114 -22.845
F -5.568 22.840 -22.332
F -4.304 24.433 -23.058
F -3.442 22.746 -21.977
S -4.156 22.101 -24.461
O -4.209 20.709 -24.075
O -5.153 22.586 -25.394
O -2.840 22.487 -24.947
C -4.730 20.038 -28.688
O -4.950 20.829 -27.559
H -5.570 20.041 -29.398
H -3.860 20.220 -29.333
H -4.749 18.996 -28.355
C -0.367 22.124 -18.199
C -0.854 22.035 -19.651
C 0.049 22.804 -20.626
O 0.243 24.111 -20.192
C 0.920 24.963 -21.091
N -1.125 20.646 -19.991
H -1.117 21.715 -17.518
H -0.347 23.187 -17.953
H 0.596 21.662 -17.986
H -1.805 22.583 -19.654
H -0.541 22.855 -21.551
H 0.969 22.251 -20.846
H 1.974 24.674 -21.183
H 0.896 25.984 -20.718
H 0.607 24.921 -22.139
H -1.493 20.552 -20.935
H -1.955 20.373 -19.467
C -9.236 18.864 -24.181
C -8.197 19.974 -23.770
C -7.138 19.332 -22.872
O -6.300 18.502 -23.664
C -5.669 17.520 -22.885
N -7.760 20.731 -24.918
H -9.560 18.348 -23.277
H -8.675 18.134 -24.766
H -10.075 19.254 -24.753
H -8.753 20.662 -23.116
H -7.616 18.702 -22.114
H -6.530 20.005 -22.254
H -5.223 16.786 -23.555
H -6.196 17.028 -22.062
H -4.809 18.017 -22.413
H -7.285 21.513 -24.480
H -8.466 21.112 -25.530
C -5.106 21.740 -18.645
C -5.049 20.258 -18.303
C -6.248 19.516 -18.866
O -6.100 18.156 -18.540
C -7.187 17.370 -18.991
N -3.701 19.761 -18.620
H -4.436 22.385 -18.077
H -6.112 22.119 -18.442
H -4.881 21.908 -19.699
H -5.197 20.158 -17.221
H -6.275 19.553 -19.963
H -7.166 19.914 -18.427
H -6.940 16.318 -18.852
H -7.428 17.537 -20.045
H -8.138 17.500 -18.465
H -3.818 18.766 -18.794
H -3.097 19.804 -17.808
C -4.049 29.768 -23.076
C -2.702 29.105 -22.764
C -2.742 27.728 -22.069
O -3.125 28.027 -20.711
C -3.397 26.935 -19.857
N -1.920 29.104 -23.988
H -4.651 29.172 -23.774
H -3.867 30.615 -23.741
H -4.638 30.033 -22.202
H -2.210 29.830 -22.112
H -1.736 27.302 -22.084
H -3.440 27.046 -22.560
H -2.477 26.414 -19.565
H -3.862 26.138 -20.451
H -3.995 27.206 -18.992
H -2.427 28.725 -24.776
H -0.997 28.698 -24.019
C -6.810 27.178 -25.611
C -6.500 25.641 -25.431
C -7.776 24.900 -25.005
O -8.372 25.482 -23.877
C -7.589 25.672 -22.690
N -6.072 25.176 -26.772
H -7.296 27.538 -24.704
H -7.512 27.363 -26.428
H -5.955 27.812 -25.848
H -5.687 25.548 -24.713
H -7.572 23.839 -24.829
H -8.513 24.941 -25.809
H -8.242 26.189 -21.986
H -6.755 26.319 -22.953
H -7.422 24.707 -22.208
H -5.273 25.774 -26.970
H -6.781 25.553 -27.397
C -0.455 19.632 -24.540
C -1.370 18.564 -24.938
C -2.008 17.889 -23.715
O -2.727 16.707 -24.167
C -2.548 15.580 -23.300
N -2.431 19.082 -25.842
H 0.296 19.313 -23.818
H -0.982 20.494 -24.118
H -0.091 20.022 -25.493
H -0.760 17.827 -25.469
H -2.780 18.555 -23.325
H -1.256 17.609 -22.976
H -1.494 15.343 -23.135
H -2.953 14.713 -23.822
H -3.012 15.613 -22.311
H -3.064 18.284 -25.873
H -3.005 19.695 -25.265
C -0.398 20.028 -29.093
C -0.279 21.242 -28.140
C 0.009 22.513 -28.922
O 0.058 23.598 -28.016
C 0.445 24.759 -28.679
N -1.510 21.365 -27.380
H -1.404 19.607 -29.150
H 0.241 19.186 -28.826
H -0.204 20.238 -30.148
H 0.574 21.047 -27.488
H -0.787 22.557 -29.676
H 0.933 22.474 -29.501
H 1.407 24.611 -29.184
H 0.588 25.585 -27.987
H -0.161 25.085 -29.530
H -1.661 20.433 -26.951
H -2.264 21.261 -28.059

2S+1   3

Atomic partial charges in e from the Löwdin method, atoms 1 to 6: number 1, O, carries -0.22; number 2, V, carries 0.83; number 3, O, carries -0.27; number 4, V, carries 1.06; number 5, B, carries -0.42; number 6, H, carries -0.03

=====

# 2
DFT (ωB97M-V/def2-TZVPD) results for 15 unconnected molecules or ions with the total composition C30H90O30.

Cartesian coordinates (Å):
C 16.195 -12.914 -15.784
C 16.282 -13.439 -17.250
O 15.028 -13.371 -17.940
O 15.136 -13.560 -15.076
H 15.837 -11.892 -15.905
H 17.155 -13.089 -15.299
H 16.583 -14.486 -17.284
H 17.020 -12.835 -17.778
H 14.421 -14.041 -17.617
H 15.299 -13.292 -14.168
C 15.225 -8.237 -26.818
C 15.392 -9.534 -27.615
O 15.813 -10.580 -26.810
O 14.343 -8.300 -25.674
H 14.977 -7.485 -27.567
H 16.192 -7.971 -26.391
H 16.081 -9.412 -28.452
H 14.425 -9.787 -28.049
H 15.236 -10.825 -26.082
H 13.547 -8.792 -25.890
C 9.198 -8.234 -20.837
C 8.125 -9.197 -21.379
O 7.086 -9.573 -20.463
O 10.341 -8.781 -20.266
H 8.792 -7.417 -20.241
H 9.628 -7.676 -21.669
H 8.607 -10.139 -21.643
H 7.636 -8.822 -22.278
H 7.476 -10.307 -19.982
H 10.715 -9.406 -20.892
C 16.828 -11.364 -21.511
C 16.773 -12.359 -22.710
O 17.682 -13.421 -22.550
O 17.753 -10.335 -21.711
H 16.955 -11.892 -20.566
H 15.833 -10.925 -21.440
H 16.819 -11.876 -23.686
H 15.800 -12.842 -22.797
H 18.502 -12.927 -22.623
H 18.638 -10.550 -21.406
C 17.391 -7.383 -21.222
C 16.122 -7.660 -20.351
O 15.797 -6.771 -19.270
O 17.430 -6.003 -21.540
H 17.249 -7.962 -22.134
H 18.216 -7.846 -20.681
H 16.117 -8.669 -19.939
H 15.275 -7.661 -21.036
H 16.048 -5.895 -19.571
H 18.277 -5.765 -21.925
C 12.640 -10.118 -22.410
C 12.794 -11.628 -22.004
O 12.402 -12.509 -23.016
O 11.271 -9.897 -22.653
H 13.215 -9.922 -23.316
H 12.962 -9.445 -21.616
H 12.182 -11.814 -21.122
H 13.796 -11.989 -21.774
H 11.455 -12.374 -22.937
H 11.224 -8.958 -22.849
C 13.141 -8.669 -18.060
C 13.254 -10.223 -18.180
O 14.480 -10.616 -18.794
O 14.145 -8.135 -17.242
H 12.170 -8.382 -17.656
H 13.230 -8.237 -19.057
H 12.491 -10.718 -18.782
H 13.131 -10.663 -17.191
H 14.685 -11.479 -18.427
H 14.659 -7.692 -17.922
C 13.442 -5.997 -22.886
C 11.919 -6.142 -22.751
O 11.301 -7.201 -23.330
O 13.921 -5.841 -24.160
H 13.919 -6.834 -22.376
H 13.665 -5.078 -22.344
H 11.429 -5.258 -23.157
H 11.667 -6.125 -21.690
H 11.233 -7.103 -24.283
H 13.877 -6.665 -24.651
C 6.769 -10.202 -27.762
C 8.164 -10.268 -27.024
O 8.038 -9.658 -25.748
O 6.439 -8.925 -28.347
H 5.974 -10.572 -27.116
H 7.016 -10.777 -28.655
H 9.037 -9.861 -27.535
H 8.377 -11.305 -26.761
H 7.101 -9.568 -25.560
H 7.288 -8.582 -28.636
C 9.689 -13.656 -24.680
C 9.198 -15.072 -24.298
O 7.758 -15.008 -24.380
O 9.492 -12.665 -23.688
H 9.262 -13.359 -25.638
H 10.756 -13.774 -24.867
H 9.582 -15.396 -23.331
H 9.552 -15.804 -25.024
H 7.346 -15.875 -24.341
H 8.612 -12.329 -23.873
C 9.540 -12.553 -19.140
C 8.988 -13.343 -20.309
O 7.840 -13.979 -19.812
O 8.715 -11.325 -19.001
H 10.602 -12.308 -19.163
H 9.458 -13.162 -18.240
H 9.700 -14.074 -20.695
H 8.750 -12.675 -21.137
H 7.329 -13.261 -19.430
H 7.969 -11.592 -18.459
C 12.838 -16.015 -26.389
C 11.871 -16.246 -27.577
O 12.494 -15.880 -28.896
O 12.016 -16.368 -25.279
H 13.383 -15.080 -26.262
H 13.618 -16.772 -26.467
H 10.901 -15.749 -27.537
H 11.606 -17.292 -27.726
H 13.281 -16.398 -29.084
H 11.982 -17.312 -25.103
C 10.359 -7.039 -28.407
C 9.871 -6.517 -27.085
O 9.791 -7.406 -25.940
O 9.248 -7.720 -29.027
H 11.193 -7.717 -28.226
H 10.736 -6.299 -29.113
H 8.914 -5.994 -27.112
H 10.579 -5.726 -26.835
H 9.055 -8.006 -26.076
H 8.809 -6.964 -29.425
C 13.659 -16.212 -21.983
C 12.220 -15.745 -21.896
O 11.241 -16.694 -21.458
O 14.142 -16.542 -20.697
H 14.289 -15.411 -22.369
H 13.681 -17.081 -22.640
H 11.869 -15.450 -22.884
H 12.203 -14.807 -21.340
H 10.407 -16.313 -21.171
H 13.736 -17.311 -20.291
C 12.761 -11.917 -26.165
C 11.559 -10.973 -26.086
O 11.934 -9.669 -26.511
O 13.774 -11.673 -25.157
H 13.258 -11.825 -27.131
H 12.463 -12.966 -26.185
H 11.199 -10.862 -25.063
H 10.699 -11.271 -26.686
H 11.103 -9.265 -26.771
H 13.339 -12.086 -24.408

Energy relative to the best compared isomer or geometry (same formula, charge and spin)   382.91 kJ/mol

Atomic partial charges in e from the Löwdin method, atoms 1 to 6: number 1, C, carries -0.22; number 2, C, carries -0.21; number 3, O, carries -0.08; number 4, O, carries -0.08; number 5, H, carries 0.12; number 6, H, carries 0.12

=====

Number 1: electronic energy -5192.428998 Ha. Number 2: electronic energy -3453.890462 Ha.